One molecule with the formula C3H6S, computed with ωB97M-V with the def2-TZVPD basis set.

```
10
Properties=species:S:1:pos:R:3:mulliken_charge:R:1
S 0.246 0.982 1.495 -0.279
C 0.968 -0.036 -0.776 -0.846
C -0.251 -0.489 -0.472 -0.122
C -1.057 0.047 0.667 -0.402
H 1.641 0.809 -0.699 0.333
H -1.359 -0.608 1.427 0.314
H 1.110 -0.057 1.312 0.171
H -1.807 0.627 0.102 0.309
H -0.848 -1.047 -1.226 0.326
H 1.358 -0.227 -1.828 0.197
```

* relative energy (zero: lowest compared OMol25 entry of this formula, charge and spin): 50.0 kcal per mole
* LUMO: 0.995 eV
* SMILES: C=CCS

***

C35H26F2IN6O2SeTa as an isolated structure, computed with ωB97M-V with the def2-TZVPD basis set.

```
74
Properties=species:S:1:pos:R:3:mulliken_charge:R:1
Ta 0.579 -0.855 -0.319 -0.383
I 1.820 -0.170 2.815 0.489
Se -0.571 -1.968 -2.383 0.040
F 4.464 -4.216 1.608 -0.308
F 5.483 -2.153 -2.436 -0.319
O -0.388 -2.015 0.670 0.566
O -4.411 -0.540 3.838 -0.523
N 1.759 -0.221 -2.340 0.194
N -0.749 1.180 -0.917 2.301
N -3.282 -2.390 -1.205 -0.393
N -2.869 -4.404 1.688 -0.555
N 1.819 1.436 -0.148 -0.056
N -0.981 0.267 1.604 0.622
C -0.950 3.526 -1.484 0.525
C -0.595 1.508 2.165 -0.223
C 3.408 -0.951 -3.895 -0.978
C -2.434 -1.676 1.772 0.766
C 2.880 -2.792 0.647 -0.424
C 1.143 2.582 -0.700 -0.124
C -2.056 -0.282 2.032 -0.778
C -3.653 -2.196 2.204 0.679
C -2.321 3.323 -1.755 -1.091
C 5.002 -3.201 -0.428 -0.798
C -0.207 2.421 -1.024 0.469
C -0.297 4.767 -1.673 -0.947
C -0.685 -4.889 0.738 -1.209
C 0.661 1.591 2.753 -0.805
C 1.226 0.551 -3.304 -0.359
C 4.117 -3.412 0.609 0.012
C 1.129 2.761 3.325 -0.373
C -2.865 2.079 -1.589 -1.368
C -0.936 3.828 2.700 -0.965
C 1.756 0.643 -4.571 -1.074
C 2.497 -1.955 -0.396 0.735
C -2.033 1.025 -1.187 -0.342
C -3.809 -3.572 2.130 -0.896
C 2.860 -0.141 -4.874 -0.571
C -1.723 -3.924 1.229 0.207
C 0.321 3.892 3.284 -0.726
C -1.399 2.640 2.151 0.069
C 1.758 3.785 -0.897 -0.671
C 2.856 -0.957 -2.620 0.396
C 3.347 -1.767 -1.497 0.039
C 1.036 4.886 -1.405 -0.966
C -4.777 -1.316 2.706 -1.055
C -1.505 -2.550 1.234 0.009
C -2.232 -2.283 -1.670 0.197
C 4.598 -2.376 -1.460 0.516
H 2.809 3.901 -0.653 0.538
H -2.442 0.026 -1.095 -0.174
H 4.245 -1.585 -4.136 0.589
H -3.910 1.886 -1.787 0.585
H -0.864 5.611 -2.044 0.501
H -4.734 -4.036 2.457 0.397
H -5.652 -1.935 2.908 0.453
H -2.684 0.249 2.749 1.040
H 2.100 2.789 3.802 0.549
H 1.926 1.602 0.851 0.238
H 0.671 4.812 3.732 0.470
H -4.507 -1.066 4.639 0.315
H 2.240 -2.985 1.499 0.775
H -1.567 4.706 2.683 0.464
H -5.053 -0.606 1.925 0.341
H -2.387 2.583 1.706 0.645
H 2.765 1.396 -0.521 0.485
H 1.549 5.824 -1.569 0.484
H 0.336 1.100 -3.042 0.713
H -0.075 -5.229 1.577 0.326
H 1.298 1.285 -5.309 0.522
H 5.980 -3.662 -0.444 0.553
H -0.027 -4.443 -0.008 0.242
H -2.923 4.155 -2.101 0.524
H 3.289 -0.129 -5.867 0.475
H -1.178 -5.765 0.324 0.401
```

* relative energy (zero: lowest compared OMol25 entry of this formula, charge and spin): 34.1 kcal per mole
* total charge: +2
* LUMO: -7.336 eV

***

A 3-piece molecular cluster, C29H37F2I2N2O12S overall, computed with ωB97M-V with the def2-TZVPD basis set.

```
85
Properties=species:S:1:pos:R:3:mulliken_charge:R:1
I 2.460 -0.915 3.697 0.094
I -0.817 -0.040 -2.175 0.033
S -4.260 -1.940 2.398 -0.142
F -1.738 -10.267 -1.844 -0.284
F -2.156 4.101 -4.019 -0.263
O -4.779 3.442 2.862 -0.470
O 0.804 -4.637 -3.316 -0.542
O -3.987 4.254 4.886 -0.514
O -0.629 2.238 0.745 -0.327
O -2.002 -7.888 1.883 -0.524
O 1.417 6.719 -4.111 -0.523
O 1.336 1.934 -2.538 -0.523
O 0.252 -5.926 -1.460 -0.397
O -2.531 -7.340 -0.253 -0.257
O -1.875 -9.444 0.241 -0.297
O 1.015 4.742 -5.143 -0.323
O -0.619 5.737 -3.945 -0.272
N -2.401 -0.175 0.868 -0.417
N 1.063 -1.024 0.782 0.808
C -0.095 1.111 1.468 0.557
C -2.479 -9.474 -1.037 0.282
C -0.085 3.847 -5.100 0.035
C -0.499 5.656 -0.560 -1.083
C 4.024 0.681 1.614 -0.106
C 2.270 -4.140 -1.374 -0.485
C 0.980 1.047 -1.672 -0.754
C -3.278 -0.871 1.568 0.404
C -0.157 -1.527 1.029 0.970
C -0.299 1.571 3.008 -0.740
C 1.771 -2.583 -1.209 0.161
C 2.012 -2.121 0.338 -1.195
C -2.133 3.587 3.244 0.244
C -2.413 -8.049 -1.479 -0.337
C -1.350 -4.156 0.698 -0.034
C 1.050 -4.937 -2.104 0.304
C -0.789 -2.973 0.910 -1.418
C 0.674 5.815 -4.373 0.660
C -1.223 4.752 -4.756 0.257
C -1.798 2.020 3.402 -0.604
C 1.966 0.880 -0.422 -0.054
C 1.346 0.463 1.000 0.707
C -1.025 -0.250 1.478 -0.919
C 4.626 2.197 1.375 -1.036
C -2.122 -8.197 0.730 0.653
C 0.057 4.145 -0.680 -0.458
C 0.214 3.417 0.785 0.527
C 2.499 0.669 2.137 -0.741
C -3.674 3.792 3.752 0.235
H 3.225 -4.105 -2.006 0.330
H 2.385 1.675 2.716 0.293
H -1.296 -0.544 2.577 0.521
H 4.274 -0.031 0.753 0.133
H 4.665 0.295 2.511 0.559
H -1.911 -5.109 0.314 0.462
H -1.911 1.789 4.542 0.403
H -0.938 6.003 -1.581 0.267
H -1.459 -7.797 -1.952 0.188
H -2.644 1.440 2.890 0.099
H -1.323 5.676 0.266 0.287
H 0.096 3.086 -4.335 -0.088
H -0.101 4.228 1.541 0.723
H 0.400 2.449 3.335 0.380
H -2.169 3.861 2.109 -0.144
H 5.290 2.165 0.423 0.288
H -0.225 3.351 -6.062 0.294
H 0.386 6.347 -0.280 0.295
H -1.698 5.226 -5.620 0.244
H -4.748 4.037 2.060 0.343
H -0.036 0.722 3.765 0.322
H -3.222 -7.787 -2.163 0.291
H -1.394 4.295 3.761 0.364
H 0.656 -2.596 -1.474 0.081
H 2.829 0.208 -0.804 0.553
H 3.738 2.926 1.175 0.261
H 5.299 2.545 2.237 0.315
H 3.124 -1.802 0.389 0.076
H 2.417 -1.894 -1.860 0.248
H 2.460 1.928 -0.274 0.193
H -0.725 3.545 -1.303 0.064
H 1.334 3.199 1.034 -0.437
H 0.556 -5.956 -0.510 0.318
H 1.948 -3.058 1.031 0.660
H -3.495 -9.873 -0.956 0.296
H 1.081 4.207 -1.236 0.235
H 2.510 -4.594 -0.346 0.387
```

* total charge: +1
* LUMO: -4.962 eV

***

C20H46CeO2P4 as an isolated structure, computed with ωB97M-V with the def2-TZVPD basis set.

```
73
Properties=species:S:1:pos:R:3:mulliken_spin:R:1
Ce 0.076 0.147 0.134 1.015
P 0.836 3.415 -0.750 0.000
P -2.750 0.393 -0.278 -0.005
P 2.559 -1.078 0.660 -0.002
P 0.048 -1.348 -2.323 -0.011
O 1.911 -6.617 -1.805 0.000
O 0.799 1.921 -1.148 -0.006
C 1.798 -7.247 -0.597 0.000
C 1.871 -6.971 1.796 0.000
C -0.114 4.443 -1.878 0.000
C -0.431 -3.112 -2.293 0.000
C -3.673 0.966 1.194 -0.001
C 0.087 3.604 0.886 0.006
C 3.977 -0.388 -0.268 -0.001
C -0.677 -1.130 2.193 0.000
C 2.169 -6.496 0.519 0.000
C -1.016 -0.651 -3.641 -0.001
C 3.116 -0.871 2.388 0.000
C 1.272 -8.232 1.947 0.000
C -3.371 1.543 -1.563 0.000
C 2.718 -2.878 0.402 -0.001
C 1.254 -8.544 -0.459 0.000
C -3.640 -1.153 -0.678 0.000
C 2.521 4.027 -0.672 0.000
C -0.426 0.125 2.714 0.011
C 0.981 -9.016 0.824 0.000
C 1.664 -1.364 -3.187 -0.001
H -0.086 5.481 -1.522 0.000
H -1.219 0.867 2.846 -0.002
H 0.535 -10.005 0.952 0.000
H -0.815 -1.205 -4.569 0.000
H -3.482 0.301 2.046 0.000
H 2.375 -1.290 3.081 0.000
H -0.762 0.408 -3.800 0.000
H 2.111 -6.355 2.658 0.000
H 2.662 -5.534 0.354 0.000
H 4.085 0.679 -0.026 0.000
H -3.363 1.984 1.464 0.000
H 2.512 5.073 -0.339 0.000
H -4.722 -0.987 -0.597 0.000
H 3.677 -3.233 0.801 0.000
H 1.041 -8.603 2.950 0.000
H 0.303 4.417 -2.898 0.000
H -1.690 -1.442 1.873 0.001
H -1.454 -3.214 -1.904 0.000
H 3.817 -0.497 -1.348 0.000
H 4.079 -1.382 2.523 0.000
H 3.013 3.982 -1.657 0.000
H -2.787 1.428 -2.487 0.000
H 1.652 -7.247 -2.503 0.000
H 0.249 -3.686 -1.647 0.000
H -3.353 -1.942 0.027 0.000
H 2.415 -1.951 -2.642 0.000
H -2.083 -0.729 -3.392 0.000
H 0.550 0.401 3.126 0.002
H 2.029 -0.332 -3.302 0.000
H 0.091 -1.927 2.176 -0.001
H -0.391 -3.527 -3.310 0.000
H 1.905 -3.399 0.924 0.000
H -4.432 1.334 -1.773 0.000
H -4.749 0.974 0.972 0.000
H -0.976 3.305 0.848 -0.002
H 0.132 4.654 1.216 0.000
H 1.514 -1.800 -4.185 0.000
H 1.037 -9.136 -1.355 0.000
H -3.284 2.580 -1.205 0.000
H -1.164 4.121 -1.920 0.000
H 4.901 -0.915 0.022 0.000
H 0.629 2.989 1.624 0.000
H 3.114 3.441 0.043 0.000
H 3.245 0.195 2.620 0.000
H -3.408 -1.491 -1.693 0.000
H 2.660 -3.125 -0.665 0.000
```

* relative energy (zero: lowest compared OMol25 entry of this formula, charge and spin): 0.0 kcal per mole
* total charge: +3
* spin multiplicity: 2
* LUMO (spin up / spin down): -10.312 / -10.293 eV

***

One molecule with the formula C2H4ClOP, computed with ωB97M-V with the def2-TZVPD basis set.

```
9
Properties=species:S:1:pos:R:3:mulliken_charge:R:1
Cl 0.374 -1.533 2.543 -0.167
P 1.005 -2.026 -0.240 0.372
O 1.329 -3.450 -0.146 -0.553
C 0.097 -1.049 0.846 0.193
C -0.192 0.324 0.437 -0.764
H 0.683 -1.786 -1.583 0.076
H -0.056 0.138 -0.588 0.245
H 0.544 0.906 0.917 0.280
H -1.212 0.592 0.525 0.317
```

* relative energy (zero: lowest compared OMol25 entry of this formula, charge and spin): 53.6 kcal per mole
* LUMO: -0.680 eV

***

C6H21NO2Si3 as an isolated structure, computed with ωB97M-V with the def2-TZVPD basis set.

```
33
Properties=species:S:1:pos:R:3:mulliken_charge:R:1
Si -2.411 1.390 0.822 0.523
Si 2.074 -0.192 0.034 0.565
Si -2.333 -1.489 0.431 0.510
O 0.541 0.387 -0.315 -0.341
O -2.903 -0.147 1.254 -0.199
N -3.483 -0.775 -2.089 -0.630
C 1.940 -2.036 -0.240 -1.118
C 3.279 0.571 -1.188 -1.190
C -0.633 1.760 1.293 -0.669
C 0.278 1.735 0.075 -0.609
C 2.565 0.131 1.810 -1.174
C -2.250 -1.292 -1.434 -0.446
H -3.234 0.056 -2.614 0.295
H -0.997 -1.899 0.918 -0.178
H 2.744 1.172 2.056 0.337
H 1.208 2.264 0.296 0.373
H -4.147 -0.434 -1.402 0.269
H 2.906 -2.518 -0.303 0.391
H -3.308 2.335 1.522 -0.243
H -2.079 -2.298 -1.811 0.333
H -3.270 -2.589 0.743 -0.221
H 2.779 1.250 -1.868 0.309
H -2.575 1.610 -0.628 -0.170
H -1.377 -0.715 -1.722 0.225
H 1.789 -0.242 2.474 0.316
H -0.622 2.778 1.681 0.404
H 3.695 -0.225 -1.793 0.365
H 4.089 1.120 -0.723 0.367
H -0.247 1.119 2.074 0.214
H -0.203 2.258 -0.746 0.404
H 3.463 -0.429 2.041 0.408
H 1.399 -2.166 -1.172 0.300
H 1.321 -2.488 0.524 0.281
```

* LUMO: 0.746 eV

***

One molecule with the formula C4H2OS, computed with ωB97M-V with the def2-TZVPD basis set.

```
8
Properties=species:S:1:pos:R:3:mulliken_charge:R:1
S -2.147 -0.759 -0.031 -0.150
O 0.362 2.084 -0.080 -0.441
C -0.601 -0.081 0.021 0.025
C 0.596 -0.815 -0.033 -0.185
C 1.565 -1.574 0.033 -0.006
C -0.636 1.406 0.094 0.021
H -1.659 1.824 0.086 0.329
H 2.521 -2.085 -0.091 0.408
```

* relative energy (zero: lowest compared OMol25 entry of this formula, charge and spin): 4.2 kcal per mole
* LUMO: -2.141 eV
* SMILES: C#CC(=S)C=O

***

A 2-piece molecular cluster, C3H8NO2 overall, computed with ωB97M-V with the def2-TZVPD basis set.

```
14
Properties=species:S:1:pos:R:3:mulliken_charge:R:1
O -1.336 -1.618 -1.162 -0.362
O -1.361 0.512 -0.338 -0.471
N 1.049 0.486 0.712 0.122
C 1.395 1.299 -0.378 -0.750
C -1.768 -0.652 -0.313 0.124
C 1.917 0.088 1.611 -0.055
H 0.731 2.213 -0.251 0.317
H 2.925 0.381 1.513 0.235
H 0.328 -0.181 0.471 0.188
H 2.456 1.574 -0.396 0.342
H -1.746 -2.383 -0.710 0.386
H -2.822 -0.884 -0.039 0.341
H 1.943 -0.710 2.333 0.295
H 1.154 1.023 -1.428 0.287
```

* relative energy (zero: lowest compared OMol25 entry of this formula, charge and spin): 73.0 kcal per mole
* total charge: +1
* LUMO: -5.607 eV